(1)
# C13H28NO4

A cluster of 3 separate species, C13H28NO4 in total (the ωB97M-V functional and the def2-TZVPD basis, OMol25).

Computed properties:
LUMO, hartree: -0.1071
Charge: +1

XYZ file:
```
46
Properties=species:S:1:pos:R:3:lowdin_charge:R:1
C -1.7246 2.2561 -1.6321 -0.09
C -2.0567 0.8372 -0.8476 -0.23
O -3.0254 -0.0132 -1.5933 -0.21
C -2.3747 -1.2943 -2.0005 -0.12
C -1.3736 -0.9338 -3.2478 -0.18
C 0.2172 -1.2734 -2.9705 -0.11
O 1.1087 -0.7027 -3.9922 -0.16
C 0.7051 -1.0686 -5.3584 -0.15
C -0.9104 -1.0522 -5.6368 -0.10
N -1.7382 -1.7130 -4.5293 0.03
H -2.0984 3.2124 -1.0689 0.09
H -2.3305 2.2085 -2.6484 0.08
H -0.5716 2.3216 -1.8695 0.08
H -2.5737 1.1472 0.1711 0.14
H -1.0716 0.2693 -0.5565 0.08
H -3.1826 -2.1121 -2.2895 0.15
H -1.7818 -1.7247 -1.0859 0.13
H -1.5373 0.2052 -3.5349 0.17
H 0.3462 -2.4490 -2.8251 0.16
H 0.5177 -0.7937 -1.9201 0.15
H 1.1721 -0.2357 -6.0752 0.16
H 1.1271 -2.0931 -5.7428 0.14
H -1.3185 0.0616 -5.7181 0.16
H -1.1271 -1.5927 -6.6533 0.15
H -1.4830 -2.7384 -4.4245 0.20
H -2.7501 -1.5662 -4.7483 0.19
C 1.7190 -0.2891 2.0265 -0.01
C 0.5506 -1.1820 1.7042 -0.45
O -0.0898 -1.0449 0.6632 -0.01
C 0.1963 -2.2492 2.7050 -0.01
H 1.8581 0.4333 1.2151 0.09
H 1.5242 0.2580 2.9524 0.06
H 2.6286 -0.8874 2.1220 0.10
H -0.0663 -1.7895 3.6611 0.09
H 1.0381 -2.9349 2.8307 0.09
H -0.6664 -2.8166 2.3402 0.08
C 1.0047 2.3993 6.7275 -0.02
C 1.9710 1.8499 5.7123 -0.48
O 1.6827 0.8767 5.0177 0.03
C 3.3036 2.5374 5.5799 -0.02
H 0.0854 1.8040 6.7126 0.09
H 1.4429 2.3412 7.7270 0.09
H 0.7552 3.4344 6.4807 0.09
H 3.8443 2.4855 6.5283 0.09
H 3.1565 3.5786 5.2820 0.09
H 3.8971 2.0331 4.8100 0.08
```

***

(2)
# C13H29AuI2O3SSi

A structure of composition C13H29AuI2O3SSi (the ωB97M-V functional and the def2-TZVPD basis, OMol25).

Computed properties:
Relative energy (zero: lowest compared OMol25 entry of this formula, charge and spin), kJ/mol: 24.3
LUMO, hartree: -0.0615

XYZ file:
```
50
Properties=species:S:1:pos:R:3:lowdin_charge:R:1
Au 0.8779 0.7492 3.1204 0.08
I 4.1741 0.1657 8.2508 0.72
C 3.3203 1.4180 6.7682 -1.04
I 2.9308 0.5019 4.7106 0.74
H 3.9646 2.2899 6.7569 -0.04
H 2.3301 1.6493 7.0926 -0.06
C -3.8768 0.8125 -0.5061 -0.03
C -2.6855 1.4915 -1.1841 -0.61
C -2.2178 2.6825 -0.4366 -0.05
C -3.0627 1.8097 -2.6161 -0.04
O -1.7216 0.3431 -1.2449 -0.16
Si -0.4425 -0.0665 -0.3266 -0.10
S -0.9148 0.0582 1.7958 0.23
O 0.0499 -1.5505 -0.7699 -0.16
C -0.5417 -2.8141 -0.4538 -0.59
C -0.5824 -3.0997 1.0288 -0.07
C -1.9683 -2.8985 -1.1363 0.00
C 0.4722 -3.7966 -1.1247 -0.02
O 0.6927 1.0287 -0.6774 -0.18
C 2.1238 1.0112 -1.0236 -0.58
C 2.2456 0.4766 -2.4285 -0.03
C 2.9609 -0.0113 -0.1024 -0.01
C 2.5457 2.4241 -0.7595 -0.05
H -4.7675 1.5139 -0.6531 0.12
H -3.6040 0.8133 0.5616 0.07
H -4.0184 -0.1649 -0.8085 0.05
H -2.6594 3.5705 -0.7691 0.06
H -1.1062 2.8613 -0.4991 0.10
H -2.2182 2.5204 0.6791 0.08
H -3.7686 2.6731 -2.7815 0.10
H -3.6464 0.9620 -2.9521 0.07
H -2.2334 1.8436 -3.3574 0.10
H -1.1869 -2.3995 1.5325 -0.01
H 0.3620 -3.0796 1.4491 0.06
H -1.0303 -4.0722 1.1941 0.09
H -2.5320 -1.9434 -1.0808 0.06
H -2.5125 -3.7530 -0.6755 0.09
H -1.8928 -3.0261 -2.2100 0.08
H 1.4473 -3.7042 -0.8708 0.04
H 0.5112 -3.4073 -2.1832 0.10
H 0.1319 -4.8085 -1.1521 0.08
H 1.5930 -0.4598 -2.3858 0.10
H 3.2229 0.1662 -2.8283 0.09
H 1.6788 1.0286 -3.1625 0.08
H 2.5957 -0.9651 -0.2330 0.04
H 3.0832 0.3508 0.9707 0.07
H 3.9549 0.2157 -0.4790 0.07
H 2.1697 3.2033 -1.4910 0.10
H 3.6561 2.5864 -0.6853 0.10
H 2.0950 2.7994 0.1371 0.07
```

***

(3)
# C13H29Br4N3O3

A cluster of 5 separate species, C13H29Br4N3O3 in total (the ωB97M-V functional and the def2-TZVPD basis, OMol25).

Computed properties:
Relative energy (zero: lowest compared OMol25 entry of this formula, charge and spin), kJ/mol: 301.4
SMILES: CN(C)C=O.CN(C)C=O.CN(C)C=O.BrCCBr.BrCCBr
LUMO, hartree: 0.0128

XYZ file:
```
52
Properties=species:S:1:pos:R:3:lowdin_charge:R:1
C 2.9420 11.2290 -10.3037 -0.08
N 2.6754 10.6008 -9.0573 -0.19
C 2.1977 11.4672 -7.9286 -0.02
C 2.9186 9.3183 -8.8320 -0.40
O 2.4226 8.7729 -7.9081 0.04
H 3.1623 10.4716 -11.0559 0.09
H 3.8132 11.8829 -10.2634 0.09
H 2.0644 11.7914 -10.6226 0.09
H 2.0604 10.9167 -6.9979 0.08
H 3.0267 12.1308 -7.6827 0.08
H 1.3465 12.1211 -8.1186 0.09
H 3.4842 8.7927 -9.6169 0.14
C 2.6812 8.1317 -0.1642 -0.01
N 2.4562 7.0967 -1.2568 -0.18
C 1.1233 7.2172 -1.7646 -0.09
C 3.3015 6.2023 -1.7380 -0.38
O 4.4430 6.1511 -1.3636 0.01
H 2.1034 7.8036 0.6999 0.08
H 2.4995 9.1463 -0.5185 0.09
H 3.6621 8.0478 0.3038 0.08
H 0.8407 8.2279 -2.0588 0.09
H 1.0352 6.6630 -2.6990 0.09
H 0.4726 6.8674 -0.9631 0.09
H 2.9405 5.6403 -2.6133 0.14
C 0.6686 16.3215 -14.7036 -0.04
N -0.3514 16.8703 -13.7879 -0.19
C -0.3792 18.2808 -13.6017 -0.06
C -1.0630 16.0356 -13.0755 -0.34
O -1.8217 16.4828 -12.1959 -0.02
H 0.6631 17.0168 -15.5430 0.08
H 0.5569 15.2789 -15.0013 0.09
H 1.6873 16.5214 -14.3712 0.08
H -1.0814 18.7791 -12.9333 0.09
H 0.5958 18.6849 -13.3293 0.09
H -0.6449 18.7895 -14.5284 0.09
H -1.0279 14.9851 -13.4033 0.14
Br 3.6772 2.5689 -11.6656 0.61
C 2.6955 1.9333 -13.2422 -0.66
C 3.3531 2.6248 -14.4696 -0.62
Br 2.5156 2.1550 -16.2919 0.49
H 1.6307 2.1048 -13.0844 0.06
H 2.9578 0.8758 -13.2712 0.05
H 4.3837 2.2770 -14.5402 0.04
H 3.1892 3.6993 -14.3878 0.04
Br 7.9107 8.6023 -5.6487 0.63
C 7.5735 10.1857 -4.6072 -0.71
C 8.5127 10.1750 -3.4031 -0.72
Br 8.4365 11.8090 -2.3574 0.60
H 6.4919 10.1406 -4.4799 0.05
H 7.8213 11.0429 -5.2333 0.05
H 9.5517 10.0424 -3.7049 0.05
H 8.1334 9.4492 -2.6838 0.05
```

***

(4)
# C13H29F2O7PS

A cluster of 3 separate species, C13H29F2O7PS in total (the ωB97M-V functional and the def2-TZVPD basis, OMol25).

Computed properties:
SMILES: CC[C@H](F)[C@]1([PH2]=O)OS(=O)(=O)O[C@]1(CC)CCF.CCO.CCO
LUMO, hartree: 0.0216

XYZ file:
```
53
Properties=species:S:1:pos:R:3:lowdin_charge:R:1
C -1.6097 -0.4885 1.8442 -0.06
C -0.7158 0.2741 0.8363 -0.20
C -1.3930 0.2630 -0.5151 -0.28
F -1.6216 -1.0690 -0.8451 0.02
C -0.5845 0.9390 -1.6394 -0.39
P 1.2400 1.0652 -1.2308 0.86
O 1.9268 -0.2381 -1.0105 -0.40
O -0.9573 2.3514 -1.7920 -0.18
S -0.6446 2.8655 -3.2779 0.60
O 0.6374 3.4855 -3.3492 -0.25
O -1.7297 3.6352 -3.7571 -0.19
O -0.4805 1.4218 -3.9699 -0.15
C -0.9056 0.3824 -3.0388 -0.42
C -0.1400 -0.9081 -3.3658 -0.15
C 1.1741 -0.7194 -4.1347 -0.07
C -2.4287 0.2408 -3.2261 -0.09
C -2.8769 0.2345 -4.6746 -0.19
F -2.9926 1.4953 -5.2090 -0.03
H -2.6603 -0.3205 1.6173 0.08
H -1.3511 -0.1892 2.8521 0.06
H -1.3919 -1.5460 1.7343 0.08
H -0.5165 1.2849 1.1832 0.12
H 0.1929 -0.3110 0.7712 0.07
H -2.3791 0.7270 -0.4623 0.16
H 1.8409 1.8350 -2.2301 0.04
H 1.2559 1.8250 -0.0515 0.05
H 0.0839 -1.4381 -2.4456 0.11
H -0.8105 -1.5654 -3.9182 0.12
H 1.0185 -0.8341 -5.2037 0.08
H 1.8460 -1.5205 -3.8328 0.08
H 1.6878 0.2084 -3.9125 0.06
H -2.7524 -0.7117 -2.8106 0.13
H -2.9698 1.0134 -2.6808 0.13
H -2.2382 -0.3884 -5.3013 0.12
H -3.8720 -0.2118 -4.7064 0.12
C 0.0614 0.1566 6.4631 -0.09
C -1.2489 -0.5952 6.3159 -0.32
O -1.3400 -1.2518 5.0538 -0.09
H 0.1683 0.8929 5.6660 0.07
H 0.1141 0.6696 7.4244 0.07
H 0.9095 -0.5280 6.3900 0.07
H -2.0926 0.0909 6.3699 0.11
H -1.3567 -1.3337 7.1174 0.11
H -0.6079 -1.8722 4.9915 0.08
C 4.4698 -0.7552 1.6376 -0.09
C 3.2307 -1.4849 2.1218 -0.31
O 2.0534 -0.7122 1.9119 -0.11
H 4.5717 0.2008 2.1531 0.07
H 5.3697 -1.3467 1.8147 0.07
H 4.3946 -0.5473 0.5685 0.06
H 3.2935 -1.6783 3.1926 0.11
H 3.1297 -2.4447 1.6039 0.11
H 1.9979 -0.5485 0.9569 0.01
```

***

(5)
# C13H29F4N2O6S

A cluster of 3 separate species, C13H29F4N2O6S in total (the ωB97M-V functional and the def2-TZVPD basis, OMol25).

Computed properties:
LUMO, hartree: 0.0996
Charge: -1

XYZ file:
```
55
Properties=species:S:1:pos:R:3:lowdin_charge:R:1
C 0.0795 0.3464 3.0640 -0.09
C 1.5481 0.9930 3.0811 -0.28
O 2.4603 0.0907 2.4296 -0.24
C 2.9034 0.5820 1.1442 -0.33
C 3.5973 -0.7142 0.4602 -0.19
O 4.4740 -0.3850 -0.6515 0.00
C 4.6483 -1.5878 -1.3866 -0.48
F 5.8226 -1.5175 -2.1545 0.09
F 4.7992 -2.7524 -0.5586 0.05
F 3.5742 -1.7989 -2.2621 0.10
S 1.4930 0.9814 0.0000 0.76
O 0.4168 -0.0702 -0.0877 -0.39
O 2.0367 1.1771 -1.4005 -0.37
F 0.7075 2.4320 0.3725 -0.28
H -0.6488 0.9856 2.4529 0.06
H -0.3199 0.0665 4.0851 0.06
H 0.1780 -0.6265 2.4660 0.08
H 1.8622 1.0230 4.1862 0.11
H 1.5930 2.0617 2.7126 0.11
H 4.2330 -1.1646 1.2951 0.14
H 2.7254 -1.4104 0.1606 0.11
C -2.8852 5.9729 0.6492 -0.08
C -2.1982 4.7938 -0.0347 -0.43
C -2.7070 4.5124 -1.4637 -0.20
O -3.9898 3.8968 -1.5318 -0.19
C -5.0777 4.7755 -1.3072 -0.12
N -2.3204 3.6101 0.8218 0.05
H -3.8717 5.7197 1.0413 0.06
H -2.2909 6.3111 1.5019 0.07
H -2.9950 6.8181 -0.0360 0.07
H -1.1352 5.0454 -0.1170 0.14
H -2.0178 3.8036 -1.9323 0.13
H -2.6865 5.4207 -2.0828 0.12
H -4.8961 5.7681 -1.7291 0.09
H -5.2936 4.8436 -0.2398 0.07
H -5.9596 4.3491 -1.7889 0.08
H -1.7611 2.8577 0.4219 0.06
H -3.2780 3.2699 0.7388 0.07
C -0.2693 -3.2719 -0.8413 -0.06
C 1.0851 -3.9132 -1.1133 -0.42
C 1.0103 -5.3844 -1.5726 -0.20
O 0.6978 -6.3187 -0.5431 -0.20
C -0.6704 -6.3539 -0.1751 -0.12
N 1.9248 -3.7656 0.0822 0.06
H -0.6899 -3.5558 0.1252 0.07
H -0.1638 -2.1841 -0.8286 0.05
H -0.9952 -3.5281 -1.6186 0.08
H 1.5484 -3.3468 -1.9284 0.13
H 2.0011 -5.6739 -1.9379 0.12
H 0.3200 -5.5048 -2.4194 0.12
H -1.3294 -6.2080 -1.0354 0.09
H -0.8727 -5.6097 0.5961 0.07
H -0.8769 -7.3342 0.2589 0.08
H 2.8666 -4.0842 -0.1377 0.06
H 1.5937 -4.4430 0.7688 0.07
```

***

For the records above, the corresponding frontier orbital gap values read 8.69; 6.44; 9.58; 10.69; 6.16 eV.